{
  "formula": "C26H28N4O2",
  "method": "the ωB97M-V functional and the def2-TZVPD basis",
  "largest_force_ev_per_a": 19.42,
  "e_lumo_ev": -0.5,
  "orbital_gap_ev": 6.64,
  "de_lowest_kj_mol": 2165.2,
  "charge": 0,
  "smiles": "Cc1cccc(N2CCN(C(=O)c3cn(C)c(=O)c4c3c3ccccc3n4C)CC2)c1C",
  "species": ["C", "C", "C", "C", "C", "C", "N", "C", "C", "N", "C", "O", "C", "C", "N", "C", "C", "O", "C", "C", "C", "C", "C", "C", "C", "C", "N", "C", "C", "C", "C", "C", "H", "H", "H", "H", "H", "H", "H", "H", "H", "H", "H", "H", "H", "H", "H", "H", "H", "H", "H", "H", "H", "H", "H", "H", "H", "H", "H", "H"],
  "coordinates": [[2.19444, 4.06125, -4.35519], [2.62355, 2.65277, -3.77826], [3.64141, 1.84877, -4.43157], [4.07546, 0.74534, -4.05209], [3.53312, 0.26220, -2.99860], [2.71112, 1.16809, -2.15737], [2.41068, 0.57146, -0.92711], [1.98434, -0.81598, -0.76768], [0.98869, -1.05894, 0.30799], [0.96108, 0.32355, 1.29825], [-0.31809, 0.97947, 1.52929], [-0.14815, 2.08329, 2.11002], [-1.44516, 0.11719, 1.25550], [-2.25297, 0.99412, 0.40551], [-3.47579, 0.35031, -0.15337], [-4.42445, 1.28961, -0.88153], [-3.86808, -0.67868, 0.43430], [-5.00238, -1.22963, 0.03761], [-3.07449, -1.34345, 1.38975], [-1.77252, -1.23173, 1.64895], [-1.42428, -1.95610, 2.72150], [-0.39576, -1.86893, 3.37463], [0.04014, -3.10497, 4.39566], [-0.97558, -3.90173, 4.37873], [-2.19519, -3.97513, 3.65794], [-2.25956, -3.03363, 2.79361], [-3.38336, -2.76083, 1.81660], [-4.53869, -3.53256, 1.82368], [2.09378, 0.67883, 1.62878], [2.73373, 1.33517, 0.30787], [2.19502, 2.48541, -2.65697], [1.20545, 2.92790, -1.99066], [2.84189, 4.35998, -5.34451], [2.38714, 4.79479, -3.63475], [1.06196, 4.10455, -4.44314], [4.01212, 2.32249, -5.59350], [4.90175, 0.31398, -4.40036], [3.93069, -0.53622, -2.31688], [1.92950, -1.29703, -1.47011], [2.95258, -1.15719, -0.17051], [1.16189, -1.95565, 0.98815], [-0.03180, -1.24021, -0.04034], [-1.92359, 1.83447, -0.16900], [-3.63974, 1.55237, -1.82643], [-4.52352, 2.23140, -0.61488], [-5.30407, 0.71373, -1.25971], [0.63336, -1.03498, 3.49098], [0.85946, -3.03816, 4.96046], [-0.80593, -4.66326, 5.22253], [-2.87015, -4.97853, 3.59555], [-5.30107, -3.00913, 0.95969], [-5.09544, -3.58690, 2.67647], [-4.13200, -4.57321, 1.56156], [3.00120, 0.03163, 1.99166], [2.12725, 1.46313, 2.32678], [2.48537, 2.39216, 0.23125], [4.02231, 1.01709, 0.31551], [0.79116, 2.34615, -1.21085], [0.32695, 3.31213, -2.61274], [1.76323, 3.89796, -1.37867]],
  "forces_ev_per_angstrom": [[0.5142, -1.6295, -3.2324], [4.9198, 4.7543, -12.0457], [-2.6223, 10.3944, -7.4219], [2.4549, -3.0348, -1.1428], [-3.6935, -0.3640, 10.2447], [1.1558, -3.2533, -1.5906], [-3.2279, 2.2147, 0.4019], [6.1680, 9.0824, 16.0150], [-2.1562, 1.7157, 2.8975], [-12.3150, -7.9853, -4.3088], [6.9915, 0.4833, 3.2003], [-2.2725, -1.9828, -1.7128], [-1.7983, 5.1737, -3.0000], [-0.9671, -5.8020, 0.4731], [3.4098, 8.6122, 0.1471], [3.9533, -5.4538, -5.7568], [-7.2698, -6.5572, -0.7627], [2.8442, 1.5173, 1.5508], [-1.4766, -7.1577, -0.2678], [-2.0355, 8.0945, -2.4188], [-2.4721, -1.4932, -2.9767], [14.9622, -0.2373, 9.6174], [-4.0673, 6.7852, -6.4503], [-1.0228, -6.0598, 4.6270], [-0.1389, -5.4809, 1.6871], [-6.3432, 1.6440, -4.5763], [3.8356, 3.7650, 2.1512], [-1.3209, -0.6157, -5.5018], [11.8704, 3.9806, 0.0551], [4.3451, -2.9122, -0.7105], [4.6204, -12.0573, 5.6763], [-7.2875, 9.2408, 6.0062], [-2.0871, -0.8211, 2.2721], [0.6160, 1.1559, 1.2014], [1.3794, -0.0661, -0.7039], [-0.9558, -1.2962, 3.7476], [2.9772, -1.8956, -2.1968], [-0.2269, 0.3359, -1.4369], [-1.3796, -8.7092, -13.7388], [-1.1403, -0.6059, -1.3738], [0.4058, 1.2642, -0.8015], [0.1514, 0.5678, -0.2002], [0.2585, 0.5502, 0.4354], [-2.5140, -0.8798, 1.6124], [-0.8700, 3.9868, 2.9146], [0.8945, 0.7482, 0.5868], [-3.9552, -2.0994, -1.2220], [2.8536, -0.0034, 2.0885], [-0.8006, 0.2761, -1.4018], [1.6508, 2.8420, 0.6255], [2.3182, -1.9181, 2.2297], [-1.2070, 0.0376, 2.7909], [-1.3135, 1.0610, 0.0675], [-2.3012, -0.2642, -0.3303], [-0.3634, 1.2178, 1.1386], [0.3668, -0.0512, -0.1879], [-3.0745, 1.8755, 0.5778], [-0.1772, -0.9172, 0.7032], [1.2185, -0.0657, 0.8537], [-2.2824, -1.7068, -1.1256]]
}